[1]
Formula: C23H36HfN4O3S2
Source: OMol25
Level of theory: wB97M-V/def2-TZVPD

Results
E_HOMO   -13.7 eV
LUMO energy   -6.96 eV
HOMO-LUMO gap   6.718 eV
Spin multiplicity   1
Charge   +2

CARTESIAN COORDINATES (ANGSTROEM)
Hf -0.74 -0.18 0.70
C -2.81 -2.62 5.41
S -1.22 -1.77 5.50
C -1.08 -0.95 3.99
S -2.24 -1.07 2.72
N 0.01 -0.25 3.89
N 0.14 0.43 2.72
C 0.92 1.42 2.77
C 0.99 2.31 1.62
C 1.75 3.45 1.66
C 1.69 4.33 0.58
C 0.86 4.02 -0.48
C 0.14 2.84 -0.44
N 0.19 1.98 0.58
H -3.21 -2.62 6.42
H -2.68 -3.64 5.07
H -3.50 -2.08 4.76
H 1.45 1.64 3.69
H 2.36 3.65 2.52
H 2.28 5.24 0.59
H 0.77 4.66 -1.34
H -0.51 2.59 -1.27
O -2.83 0.72 0.67
C -3.74 0.74 -0.42
C -2.89 0.82 -1.64
C -3.43 1.20 -2.85
C -2.62 1.25 -3.97
C -1.27 0.95 -3.81
C -0.80 0.58 -2.57
N -1.59 0.49 -1.48
H -3.27 0.66 1.55
H -4.41 1.60 -0.34
H -4.33 -0.17 -0.42
H -4.49 1.45 -2.90
H -3.02 1.55 -4.93
H -0.58 1.00 -4.64
H 0.25 0.40 -2.42
C 3.90 0.26 -3.21
C 4.50 0.92 -1.95
C 3.36 1.78 -1.40
O 2.20 1.50 -2.19
C 2.70 1.14 -3.49
H 3.56 -0.75 -2.99
H 4.59 0.21 -4.04
H 5.36 1.53 -2.21
H 4.84 0.17 -1.23
H 3.60 2.85 -1.49
H 3.11 1.57 -0.36
H 2.98 2.05 -4.04
H 1.90 0.63 -4.04
C 1.41 -2.89 2.32
C 0.36 -3.59 1.49
O -0.64 -2.70 0.94
C -1.58 -3.44 0.15
C -2.54 -2.47 -0.48
H 2.17 -3.63 2.58
H 1.00 -2.49 3.25
H 1.91 -2.10 1.77
H -0.17 -4.33 2.09
H 0.82 -4.12 0.65
H -2.10 -4.15 0.80
H -1.04 -4.01 -0.61
H -3.09 -1.92 0.29
H -3.27 -2.99 -1.10
H -2.00 -1.79 -1.16
C 1.11 -0.88 -0.32
H 1.20 -0.67 -1.39
H 1.32 -1.94 -0.21
H 1.96 -0.34 0.12

---

[2]
Formula: C23H36INO8S4
Source: OMol25
Level of theory: wB97M-V/def2-TZVPD

Results
E_HOMO   -8.0 eV
LUMO energy   -0.59 eV
HOMO-LUMO gap   7.426 eV
Spin multiplicity   1
Structure (SMILES)   C[C@@H](I)CC1=C(CCCSC(=S)N2CCOCC2)C(=O)OC1=O.O=S1(=O)CCCC1.O=S1(=O)CCCC1

CARTESIAN COORDINATES (ANGSTROEM)
C -6.01 -3.36 -2.07
C -6.05 -2.93 -3.55
I -7.82 -1.71 -3.90
C -4.86 -2.08 -3.96
C -3.54 -2.81 -4.00
C -2.37 -2.24 -4.31
C -2.18 -0.82 -4.73
C -0.80 -0.45 -5.33
C -0.01 0.45 -4.37
S 1.54 1.00 -5.10
C 2.78 0.43 -3.97
S 2.64 -0.96 -3.14
N 3.85 1.32 -3.99
C 5.18 0.74 -3.79
C 5.63 0.70 -2.34
O 5.57 2.00 -1.78
C 4.25 2.50 -1.80
C 3.62 2.54 -3.19
C -1.32 -3.28 -4.10
O -0.17 -3.16 -3.85
O -1.97 -4.51 -4.09
C -3.28 -4.25 -3.73
O -3.97 -5.11 -3.28
H -6.22 -4.42 -2.00
H -5.03 -3.16 -1.67
H -6.75 -2.82 -1.49
H -6.18 -3.76 -4.23
H -5.01 -1.63 -4.94
H -4.76 -1.27 -3.24
H -2.41 -0.16 -3.89
H -2.94 -0.61 -5.48
H -0.97 0.08 -6.26
H -0.22 -1.35 -5.54
H -0.62 1.33 -4.16
H 0.20 -0.12 -3.46
H 5.22 -0.26 -4.22
H 5.89 1.36 -4.33
H 6.68 0.40 -2.32
H 5.05 0.01 -1.74
H 3.61 1.99 -1.09
H 4.31 3.53 -1.46
H 4.00 3.40 -3.74
H 2.55 2.68 -3.07
O 1.76 1.73 0.01
S 2.00 1.51 1.42
O 3.33 1.25 1.90
C 1.28 2.86 2.33
C -0.15 2.41 2.60
C -0.06 0.93 3.01
C 0.87 0.24 2.00
H 1.35 3.77 1.74
H 1.84 2.97 3.26
H -0.62 3.01 3.38
H -0.75 2.51 1.69
H 0.37 0.85 4.01
H -1.03 0.45 3.03
H 1.45 -0.56 2.46
H 0.33 -0.14 1.14
O -1.85 0.44 6.38
S -0.53 -0.06 6.67
O 0.13 -0.98 5.78
C 0.54 1.34 6.99
C 0.41 1.58 8.49
C 0.44 0.19 9.14
C -0.51 -0.71 8.34
H 0.22 2.18 6.37
H 1.56 1.04 6.72
H 1.20 2.23 8.86
H -0.55 2.07 8.70
H 1.45 -0.21 9.10
H 0.15 0.24 10.19
H -0.18 -1.74 8.31
H -1.53 -0.66 8.72

---

[3]
Formula: C23H36P2Sr
Source: OMol25
Level of theory: wB97M-V/def2-TZVPD

Results
E_HOMO (alpha / beta)   -6.2 / -6.2 eV
LUMO energy (alpha / beta)   -0.71 / -0.72 eV
HOMO-LUMO gap (alpha / beta)   5.521 / 5.505 eV
Spin multiplicity   1

CARTESIAN COORDINATES (ANGSTROEM)
P 1.97 -1.97 -3.91
P -0.46 -3.59 -2.03
C 1.12 -3.50 -4.55
C -0.22 -3.80 -3.89
H 1.80 -4.34 -4.66
H 0.96 -3.17 -5.57
H -0.98 -3.17 -4.38
H -0.49 -4.84 -4.03
C -0.33 -5.42 -1.62
H -0.84 -5.61 -0.66
H 0.69 -5.83 -1.58
H -0.86 -5.96 -2.41
C -2.26 -3.58 -1.75
H -2.47 -4.42 -1.10
H -2.81 -3.72 -2.68
H -2.55 -2.66 -1.19
C 3.63 -2.21 -4.69
H 4.21 -1.28 -4.63
H 3.44 -2.46 -5.75
H 4.18 -3.01 -4.18
C 1.33 -0.46 -4.73
H 0.24 -0.48 -4.90
H 1.82 -0.46 -5.72
H 1.62 0.45 -4.17
Sr -1.84 -1.27 -3.09
C 1.97 -3.59 -0.63
C 2.86 -4.15 -1.48
C 4.23 -4.12 -0.89
C 4.77 -2.69 -0.70
C 4.35 -1.60 -1.69
C 3.16 -0.99 -1.96
C 1.80 -1.06 -1.27
C 1.78 -2.19 -0.19
C -1.38 1.37 -2.93
H 1.40 -4.28 0.03
H 2.66 -4.78 -2.36
H 4.94 -4.72 -1.47
H 4.16 -4.60 0.13
H 4.61 -2.37 0.34
H 5.86 -2.82 -0.82
H 5.24 -1.14 -2.16
H 3.29 -0.03 -2.52
H 0.94 -1.24 -1.96
H 1.51 -0.10 -0.79
H 2.60 -1.96 0.52
H 0.81 -2.10 0.35
H -2.29 2.00 -3.01
H -0.76 1.44 -3.83
H -0.86 1.52 -1.97
C -2.38 -0.75 -0.53
C -2.51 0.00 0.47
C -2.60 0.87 1.61
C -2.26 0.46 2.93
C -2.22 1.40 3.97
C -2.56 2.75 3.77
C -2.95 3.15 2.48
C -3.00 2.24 1.41
H -2.03 -0.60 3.12
H -1.92 1.07 4.97
H -2.56 3.46 4.61
H -3.22 4.20 2.31
H -3.35 2.55 0.41

---

[4]
Formula: C23H36P2Ti
Source: OMol25
Level of theory: wB97M-V/def2-TZVPD

Results
E_HOMO (alpha / beta)   -12.5 / -12.5 eV
LUMO energy (alpha / beta)   -8.57 / -8.58 eV
HOMO-LUMO gap (alpha / beta)   3.916 / 3.898 eV
Spin multiplicity   1
Charge   +2

CARTESIAN COORDINATES (ANGSTROEM)
P 0.16 -2.94 -1.99
P -0.11 0.06 -2.70
C -0.66 -2.49 -3.48
C 0.08 -1.25 -4.01
H -1.70 -2.27 -3.21
H -0.61 -3.33 -4.18
H 1.15 -1.40 -4.16
H -0.37 -0.88 -4.93
C -1.53 0.87 -3.65
H -2.00 1.72 -3.14
H -2.29 0.12 -3.87
H -1.11 1.24 -4.61
C 1.14 1.25 -3.37
H 0.96 1.30 -4.44
H 2.14 0.85 -3.17
H 1.04 2.23 -2.91
C -0.26 -4.54 -1.28
H 0.47 -4.72 -0.45
H -0.19 -5.32 -2.04
H -1.27 -4.49 -0.88
C 2.07 -3.05 -2.46
H 2.37 -2.18 -3.05
H 2.24 -4.00 -2.98
H 2.75 -3.03 -1.52
Ti 1.40 -2.85 -0.23
C 0.63 3.32 2.06
C -0.49 4.06 2.07
C -1.53 4.14 0.99
C -2.39 2.87 0.67
C -1.96 2.19 -0.57
C -0.71 1.68 -0.68
C 0.56 2.43 -0.37
C 0.89 2.17 1.13
C 2.16 -4.59 0.87
H 1.42 3.48 2.82
H -0.63 4.82 2.88
H -1.08 4.48 0.05
H -2.24 4.92 1.32
H -2.41 2.15 1.54
H -3.44 3.20 0.54
H -2.73 1.83 -1.25
H -0.60 0.58 -0.48
H 0.52 3.51 -0.58
H 1.41 2.05 -0.97
H 0.32 1.29 1.48
H 1.96 1.87 1.23
H 2.90 -4.10 1.53
H 2.68 -5.31 0.21
H 1.40 -5.09 1.48
C 0.61 -1.47 0.94
C 0.34 -1.00 2.06
C 0.01 -0.43 3.29
C -1.26 0.22 3.49
C -1.50 0.89 4.68
C -0.51 0.93 5.68
C 0.69 0.23 5.53
C 0.95 -0.46 4.35
H -2.02 0.15 2.71
H -2.46 1.39 4.83
H -0.69 1.50 6.60
H 1.42 0.24 6.35
H 1.88 -1.02 4.23

---

[5]
Formula: C23H37BrINO6
Source: OMol25
Level of theory: wB97M-V/def2-TZVPD

Results
E_HOMO   -5.9 eV
LUMO energy   -2.23 eV
HOMO-LUMO gap   3.633 eV
Spin multiplicity   1

CARTESIAN COORDINATES (ANGSTROEM)
C -5.66 0.18 -0.36
C -4.75 0.41 0.39
C -3.61 0.49 1.45
C -2.32 -0.29 0.96
C -1.13 0.63 0.46
C 0.04 -0.14 -0.25
C 0.68 -1.41 0.41
C -0.18 -2.71 0.69
C -0.17 -3.19 2.22
C -1.39 -4.23 2.35
I -1.26 -5.24 4.25
N 1.61 -0.88 1.46
C 2.01 0.30 1.02
C 3.04 1.01 1.96
C 4.18 0.08 2.53
C 4.84 -0.90 1.48
O 3.75 -0.61 3.73
C 1.37 0.79 -0.38
C 2.39 0.45 -1.55
C 3.77 1.20 -1.47
O 3.95 2.35 -1.18
Br 5.39 0.15 -1.94
O 1.23 2.18 -0.11
C 0.60 2.90 -1.20
C 1.25 4.30 -1.54
O 0.89 4.60 -2.91
C 2.05 4.63 -3.76
C 1.70 4.48 -5.31
H -6.52 -0.28 -0.91
H -3.99 -0.07 2.36
H -3.42 1.55 1.79
H -2.66 -1.01 0.16
H -1.93 -0.86 1.86
H -0.79 1.32 1.30
H -1.58 1.33 -0.32
H -0.24 -0.27 -1.34
H 1.42 -1.79 -0.37
H -1.24 -2.64 0.29
H 0.29 -3.56 0.11
H 0.80 -3.78 2.35
H -0.26 -2.35 2.96
H -1.30 -4.93 1.46
H -2.33 -3.62 2.20
H 1.88 -1.37 2.32
H 3.55 1.81 1.32
H 2.55 1.60 2.79
H 5.01 0.78 2.88
H 4.93 -1.97 1.86
H 5.91 -0.58 1.26
H 4.32 -0.96 0.48
H 4.18 -1.49 3.76
H 1.91 0.77 -2.54
H 2.62 -0.65 -1.67
H -0.47 3.12 -0.86
H 0.49 2.31 -2.16
H 0.72 5.07 -0.91
H 2.35 4.37 -1.34
H 2.74 3.78 -3.50
H 2.54 5.64 -3.64
H 0.83 3.79 -5.49
H 2.60 4.04 -5.81
H 1.51 5.48 -5.81
C -7.83 -4.05 -0.15
C -6.52 -3.31 0.13
O -5.60 -3.49 -0.71
O -6.52 -2.61 1.17
H -7.76 -4.64 -1.07
H -8.06 -4.72 0.68
H -8.64 -3.33 -0.27

---

[6]
Formula: C23H37F6I2N7O2PSSbY
Source: OMol25
Level of theory: wB97M-V/def2-TZVPD

Results
E_HOMO (alpha / beta)   -13.7 / -13.8 eV
LUMO energy (alpha / beta)   -4.96 / -8.49 eV
HOMO-LUMO gap (alpha / beta)   8.756 / 5.312 eV
⟨S²⟩   0.774
Spin multiplicity   2
Charge   +2

CARTESIAN COORDINATES (ANGSTROEM)
Y 0.05 -0.72 0.13
I -4.57 1.01 6.40
C -3.24 0.85 4.86
C -2.47 1.96 4.48
C -1.58 1.85 3.44
I -0.45 3.46 2.86
C -1.45 0.60 2.73
O -0.67 0.51 1.73
C -2.23 -0.54 3.15
C -2.12 -1.88 2.44
N -0.76 -2.21 1.95
C 0.20 -2.36 3.06
C 1.64 -2.04 2.68
C 2.66 -2.48 3.51
C 3.97 -2.12 3.22
C 4.21 -1.33 2.10
C 3.15 -0.95 1.32
N 1.88 -1.29 1.60
C -3.10 -0.39 4.20
H -2.58 2.89 5.01
H -2.47 -2.64 3.14
H -2.78 -1.91 1.58
H -0.84 -3.11 1.47
H -0.08 -1.67 3.86
H 0.17 -3.36 3.49
H 2.44 -3.09 4.37
H 4.78 -2.45 3.85
H 5.22 -1.03 1.83
H 3.28 -0.35 0.43
H -3.68 -1.24 4.54
C 0.23 0.05 -4.05
N 1.08 1.08 -3.46
C 1.13 2.32 -4.23
P 2.22 0.73 -2.34
O 1.60 -0.21 -1.29
N 3.56 0.10 -3.05
C 4.67 -0.32 -2.20
C 3.44 -0.70 -4.28
N 2.77 2.07 -1.57
C 2.10 2.64 -0.41
C 3.74 2.98 -2.17
H -0.82 0.32 -3.91
H 0.41 -0.92 -3.58
H 0.44 -0.05 -5.12
H 0.10 2.61 -4.47
H 1.67 2.19 -5.17
H 1.58 3.12 -3.66
H 4.76 0.35 -1.35
H 5.60 -0.26 -2.78
H 4.54 -1.35 -1.85
H 2.72 -0.25 -4.96
H 3.15 -1.73 -4.07
H 4.41 -0.71 -4.77
H 1.53 1.89 0.13
H 1.41 3.44 -0.70
H 2.85 3.05 0.26
H 4.16 2.55 -3.07
H 4.55 3.17 -1.46
H 3.27 3.94 -2.41
S -1.29 1.61 -0.96
C -2.80 1.28 -0.22
N -3.31 2.15 0.65
C -4.62 2.01 1.29
C -5.51 1.16 0.41
C -4.80 -0.14 0.08
N -3.48 0.16 -0.47
H -2.76 2.99 0.79
H -5.03 3.01 1.42
H -4.49 1.56 2.28
H -5.75 1.69 -0.51
H -6.45 0.95 0.93
H -5.35 -0.72 -0.67
H -4.70 -0.77 0.97
H -3.10 -0.43 -1.20
F -1.25 -1.39 -1.68
Sb -1.18 -3.36 -1.85
F 0.36 -2.91 -0.71
F -0.04 -3.27 -3.33
F -2.72 -3.27 -2.88
F -0.98 -5.18 -1.56
F -2.21 -3.24 -0.24

---

[7]
Formula: C23H37LaN8OSSi
Source: OMol25
Level of theory: wB97M-V/def2-TZVPD

Results
E_HOMO   -7.3 eV
LUMO energy   0.33 eV
HOMO-LUMO gap   7.671 eV
Spin multiplicity   1

CARTESIAN COORDINATES (ANGSTROEM)
La 0.08 -0.09 -0.51
N 3.54 -1.99 -3.50
C 2.76 -1.34 -2.58
S 1.04 -1.68 -2.74
N 3.41 -0.59 -1.75
N 2.63 0.14 -0.83
C 3.40 0.88 -0.10
C 3.09 1.82 0.98
C 4.20 2.44 1.57
C 4.05 3.36 2.59
C 2.77 3.67 3.04
C 1.66 3.06 2.47
C 1.79 2.12 1.44
O 0.75 1.54 0.91
H 3.15 -2.80 -3.94
H 4.53 -2.01 -3.29
H 4.47 0.79 -0.32
H 5.19 2.19 1.21
H 4.92 3.83 3.04
H 2.63 4.39 3.83
H 0.66 3.29 2.83
C -0.97 1.12 -3.76
C -0.49 2.49 -3.29
N 0.14 2.45 -1.96
C -0.39 3.45 -1.03
C -1.81 3.13 -0.57
N -2.05 1.72 -0.21
C -3.20 1.10 -0.85
C -3.00 0.98 -2.36
N -1.70 0.40 -2.72
H -0.11 0.50 -4.03
H -1.57 1.27 -4.67
H -1.32 3.19 -3.25
H 0.20 2.89 -4.04
H 1.14 2.56 -2.04
H -0.41 4.45 -1.48
H 0.28 3.49 -0.17
H -2.52 3.39 -1.36
H -2.05 3.78 0.27
H -2.12 1.63 0.80
H -4.14 1.65 -0.67
H -3.33 0.11 -0.42
H -3.08 1.96 -2.82
H -3.82 0.40 -2.78
H -1.81 -0.56 -3.01
C -2.79 -2.74 -2.37
C -2.62 -2.89 -0.89
C -3.36 -3.83 -0.21
C -3.15 -3.95 1.17
C -2.21 -3.18 1.80
C -1.43 -2.26 1.04
N -1.72 -2.09 -0.28
N -0.42 -1.51 1.53
Si 0.58 -1.95 2.88
C -0.33 -2.54 4.42
C 1.59 -0.48 3.40
C 1.74 -3.32 2.36
H -3.32 -3.59 -2.79
H -1.81 -2.69 -2.86
H -3.36 -1.85 -2.62
H -4.06 -4.46 -0.74
H -3.73 -4.66 1.75
H -2.06 -3.26 2.86
H -1.18 -1.91 4.67
H 0.38 -2.49 5.25
H -0.67 -3.58 4.35
H 0.97 0.40 3.60
H 2.34 -0.18 2.66
H 2.13 -0.73 4.32
H 1.18 -4.23 2.11
H 2.45 -3.58 3.15
H 2.31 -3.03 1.47